Below is a molecular structure, C33H49ClOOsP4, with properties calculated with ωB97M-V with the def2-TZVPD basis set.

Geometry as XYZ:
```
89
Properties=species:S:1:pos:R:3:forces:R:3
P -0.245280 0.605441 -2.576637 0.6 -0.6 0.5
C 0.031013 -0.419320 -4.017510 0.1 0.1 0.0
C -1.044571 -0.634490 -4.894038 0.5 0.1 0.2
H -2.041530 -0.270651 -4.610325 0.4 -0.2 -0.4
C -0.783386 -1.265376 -6.107189 -0.7 0.2 0.3
H -1.618185 -1.391092 -6.786888 0.2 -0.1 -0.1
C 0.492789 -1.696244 -6.417276 0.1 0.2 0.4
H 0.671897 -2.174920 -7.355098 0.1 -0.2 -0.4
C 1.547517 -1.518742 -5.525269 0.3 0.2 0.6
H 2.550966 -1.855448 -5.760152 -0.2 -0.1 -0.1
C 1.338576 -0.886839 -4.304254 -0.7 0.4 0.2
H 2.142996 -0.724640 -3.565246 -0.4 -0.1 -0.6
C -1.984873 0.658940 -2.151530 -0.2 0.0 -0.2
C -2.679457 -0.554938 -1.894191 0.5 0.8 -0.2
H -2.147859 -1.513657 -1.988648 -0.3 0.5 0.1
C -4.025586 -0.483419 -1.561094 0.4 -0.3 -0.1
H -4.548916 -1.408879 -1.347968 -0.2 0.2 0.0
C -4.676957 0.745896 -1.542514 0.0 0.1 0.1
H -5.730549 0.783782 -1.320580 -0.2 0.0 0.0
C -3.997792 1.925749 -1.815854 0.2 0.2 0.1
H -4.496045 2.881872 -1.832750 -0.3 0.0 0.1
C -2.639532 1.908312 -2.088440 0.5 -0.8 -0.2
H -2.066753 2.815359 -2.317728 -0.4 -0.3 0.1
C 0.500348 2.234224 -2.782004 0.0 0.0 0.1
C 0.339320 2.821872 -4.045472 0.0 -0.2 0.5
H -0.234197 2.275182 -4.806351 0.3 0.5 0.2
C 0.897296 4.073767 -4.268687 -0.4 -0.5 -0.3
H 0.735379 4.515135 -5.239117 0.2 0.3 0.0
C 1.624506 4.705309 -3.275233 0.0 -0.2 0.2
H 2.054933 5.663661 -3.469575 0.2 0.4 -0.1
C 1.805984 4.113056 -2.029477 -0.1 -0.4 0.4
H 2.376495 4.596151 -1.239891 0.0 0.1 -0.3
C 1.242460 2.869526 -1.755133 -0.4 -0.5 -0.4
H 1.358355 2.368737 -0.776613 0.0 0.4 -0.7
Os 1.360128 -1.369410 1.306189 1.1 -2.2 5.8
C 0.145395 -0.436936 2.813979 -0.1 0.1 0.5
C -0.849984 0.417980 2.474228 1.6 -1.0 -2.2
H 0.292909 -0.637909 3.889417 0.0 -0.1 -0.5
C -0.904040 0.651577 0.971937 -1.4 0.9 -1.1
O -0.627135 2.078102 0.666601 -0.8 0.3 -0.3
H -0.702077 2.225346 -0.308126 -0.1 -0.3 1.1
C 0.116699 -0.131397 0.441176 3.1 -2.6 -3.2
H -1.865927 0.311727 0.475279 0.3 1.0 0.7
C 1.047914 -0.711090 -0.531274 -3.7 3.5 1.0
Cl 2.874527 -2.765448 0.120646 0.0 -0.1 0.0
P 3.237621 -0.039710 1.931496 0.5 0.9 0.2
P -0.057088 -3.321724 1.320991 -0.9 -0.3 -0.1
C 4.833052 -0.907875 2.142734 -0.3 -0.1 -0.1
H 5.058079 -1.456313 1.221968 0.0 0.1 0.2
H 4.768392 -1.619840 2.970364 0.0 0.1 -0.1
H 5.624717 -0.175291 2.346159 -0.2 -0.1 0.0
C 3.537665 1.187610 0.635684 0.4 0.3 -0.1
H 2.819025 2.012447 0.744740 0.2 -0.3 0.0
H 3.395962 0.713297 -0.343215 0.1 0.1 0.2
H 4.561054 1.579132 0.719003 -0.3 0.0 -0.1
C 3.075127 0.964908 3.457808 -0.1 0.0 -0.1
H 2.916147 0.325509 4.333568 0.1 0.1 -0.2
H 2.213373 1.635746 3.352597 0.2 -0.1 0.0
H 3.984751 1.565064 3.609001 -0.3 -0.2 -0.1
C 0.653281 -4.915713 1.867025 0.1 0.2 0.0
H 0.699099 -4.960075 2.959547 0.0 0.0 -0.2
H 1.662279 -5.017442 1.456170 -0.2 0.0 0.1
H 0.021194 -5.732696 1.494806 0.1 0.2 0.1
C -1.609674 -3.184383 2.282369 0.0 0.0 0.0
H -2.184875 -2.322744 1.920937 0.1 -0.2 0.0
H -1.380101 -3.026845 3.344570 0.0 -0.1 -0.2
H -2.214343 -4.096363 2.171988 0.2 0.2 0.0
C -0.605622 -3.640787 -0.377740 -0.1 -0.3 -0.1
H 0.242862 -3.485583 -1.056142 -0.2 -0.1 0.1
H -1.412349 -2.945429 -0.638419 0.2 -0.1 0.1
H -0.963710 -4.676055 -0.456948 0.0 0.3 -0.1
P -1.984476 1.334429 3.370997 -0.7 0.7 0.5
C -2.068282 0.654906 5.017014 -0.3 0.0 0.5
C -3.558486 1.201003 2.504228 -0.4 0.0 0.1
H -1.075288 0.733250 5.494182 -0.5 0.0 -0.2
H -2.373414 -0.405783 4.965880 0.1 0.5 0.0
H -2.809965 1.225863 5.601991 0.3 -0.3 -0.1
H -3.484425 1.644466 1.496153 0.1 -0.1 0.5
H -4.345516 1.724885 3.073425 0.3 -0.2 -0.2
H -3.832830 0.136079 2.404762 0.1 0.4 0.1
C -1.461851 3.053780 3.374078 -0.1 0.3 0.3
H -0.431046 3.108474 3.759809 -0.4 0.0 -0.1
H -2.132731 3.651565 4.012155 0.3 -0.2 -0.2
H -1.471072 3.428648 2.338630 0.0 -0.2 0.4
H 1.701808 -1.191187 -1.140111 1.0 -0.7 -2.6
C 2.096192 -2.387195 3.116302 0.2 -0.2 0.1
H 1.320096 -2.920639 3.656425 -0.2 0.0 0.1
H 2.553072 -1.732515 3.854778 0.0 0.1 0.1
H 2.844527 -3.114735 2.836923 0.2 -0.3 -0.1
```
Forces are in eV/Å.

Computed properties:
Total charge: +2
Orbital gap (alpha / beta): 5.9 / 6.0 eV
Multiplicity: 5

Löwdin atomic charges, in units of e: number 1, P, carries 1.199; number 2, C, carries -0.354; number 3, C, carries -0.077; number 4, H, carries 0.113; number 5, C, carries -0.055; number 6, H, carries 0.118; number 7, C, carries -0.047; number 8, H, carries 0.112; number 9, C, carries -0.052; number 10, H, carries 0.117; number 11, C, carries -0.064; number 12, H, carries 0.115; number 13, C, carries -0.365; number 14, C, carries -0.090; number 15, H, carries 0.105; number 16, C, carries -0.062; number 17, H, carries 0.116; number 18, C, carries -0.056; number 19, H, carries 0.115; number 20, C, carries -0.058; number 21, H, carries 0.116; number 22, C, carries -0.072; number 23, H, carries 0.118; number 24, C, carries -0.345; number 25, C, carries -0.071; number 26, H, carries 0.120; number 27, C, carries -0.049; number 28, H, carries 0.117; number 29, C, carries -0.045; number 30, H, carries 0.113; number 31, C, carries -0.050; number 32, H, carries 0.117; number 33, C, carries -0.081; number 34, H, carries 0.075; number 35, Os, carries 1.030; number 36, C, carries -0.168; number 37, C, carries -0.381; number 38, H, carries 0.068; number 39, C, carries -0.437; number 40, O, carries -0.073; number 41, H, carries 0.054; number 42, C, carries -0.399; number 43, H, carries 0.133; number 44, C, carries -0.359; number 45, Cl, carries 0.176; number 46, P, carries 0.710; number 47, P, carries 0.715; number 48, C, carries -0.234; number 49, H, carries 0.026; number 50, H, carries 0.052; number 51, H, carries 0.066; number 52, C, carries -0.246; number 53, H, carries 0.044; number 54, H, carries 0.041; number 55, H, carries 0.065; number 56, C, carries -0.221; number 57, H, carries 0.047; number 58, H, carries 0.040; number 59, H, carries 0.068; number 60, C, carries -0.231; number 61, H, carries 0.055; number 62, H, carries 0.034; number 63, H, carries 0.064; number 64, C, carries -0.226; number 65, H, carries 0.035; number 66, H, carries 0.050; number 67, H, carries 0.066; number 68, C, carries -0.243; number 69, H, carries 0.034; number 70, H, carries 0.026; number 71, H, carries 0.063; number 72, P, carries 0.858; number 73, C, carries -0.161; number 74, C, carries -0.148; number 75, H, carries 0.078; number 76, H, carries 0.078; number 77, H, carries 0.079; number 78, H, carries 0.063; number 79, H, carries 0.080; number 80, H, carries 0.076; number 81, C, carries -0.149; number 82, H, carries 0.075; number 83, H, carries 0.078; number 84, H, carries 0.061; number 85, H, carries -0.087; number 86, C, carries -0.367; number 87, H, carries -0.014; number 88, H, carries -0.021; number 89, H, carries -0.016